89
Properties=species:S:1:pos:R:3:lowdin_charge:R:1 method="wB97M-V/def2-TZVPD" max_force_ha_per_bohr=0.0291 charge=-1 spin_multiplicity=1 de_lowest_ev=1.150
Ti 1.446 0.662 -2.500 0.13
C 2.838 -5.791 1.681 -0.04
C 2.913 -4.382 1.086 -0.54
C 4.267 -3.728 1.373 -0.02
C 2.744 -4.513 -0.421 -0.10
N 1.870 -3.555 1.761 0.00
C 1.914 -3.472 3.144 -0.08
C 0.946 -2.641 3.534 -0.10
N 0.285 -2.183 2.416 0.00
B -0.804 -1.113 2.593 -0.57
N -2.087 -1.564 1.732 0.07
C -2.633 -2.760 2.130 -0.05
C -3.639 -3.077 1.294 -0.03
N -3.714 -2.072 0.351 0.01
C -2.752 -1.162 0.649 -0.57
S -2.471 0.292 -0.258 0.91
C -4.639 -2.084 -0.821 -0.55
C -5.537 -0.847 -0.785 -0.04
C -3.829 -2.165 -2.113 -0.03
C -5.525 -3.325 -0.730 -0.06
N -0.333 0.343 2.392 0.04
C -1.242 1.366 2.592 -0.11
C -0.595 2.537 2.527 -0.06
N 0.753 2.261 2.325 0.00
C 0.920 0.889 2.246 -0.69
S 2.382 0.073 2.086 0.69
C 1.816 3.316 2.285 -0.55
C 2.553 3.310 0.945 -0.04
C 2.790 3.104 3.447 -0.06
C 1.160 4.685 2.457 -0.06
C 0.868 -2.739 1.294 -0.69
S 0.423 -2.457 -0.323 0.63
H 3.593 -6.419 1.208 0.08
H 1.855 -6.225 1.492 0.09
H 3.018 -5.802 2.757 0.07
H 5.052 -4.261 0.836 0.09
H 4.509 -3.739 2.437 0.08
H 4.252 -2.692 1.031 0.09
H 3.553 -5.156 -0.778 0.09
H 2.812 -3.559 -0.926 0.01
H 1.791 -4.967 -0.682 0.07
H 2.644 -3.997 3.730 0.11
H 0.676 -2.301 4.517 0.12
H -1.219 -1.198 3.729 0.12
H -2.240 -3.293 2.976 0.13
H -4.287 -3.930 1.295 0.11
H -4.969 0.072 -0.908 0.04
H -6.085 -0.800 0.158 0.09
H -6.255 -0.907 -1.603 0.09
H -3.272 -1.253 -2.294 0.05
H -4.509 -2.325 -2.951 0.09
H -3.123 -2.995 -2.064 0.10
H -6.124 -3.331 0.182 0.09
H -4.939 -4.243 -0.784 0.09
H -6.206 -3.312 -1.579 0.09
H -2.285 1.169 2.762 0.11
H -0.988 3.530 2.610 0.11
H 2.974 2.329 0.729 0.05
H 3.375 4.026 0.983 0.09
H 1.891 3.625 0.133 0.09
H 3.313 2.157 3.348 0.02
H 2.248 3.108 4.395 0.09
H 3.517 3.918 3.454 0.08
H 0.475 4.914 1.640 0.09
H 1.950 5.436 2.448 0.09
H 0.630 4.764 3.407 0.08
S 2.670 2.513 -3.432 -0.01
S 4.561 1.965 -2.773 -0.09
S 4.605 -0.052 -3.187 -0.10
S 3.229 -0.803 -1.843 0.02
F -0.574 8.148 -5.155 0.10
C -0.585 6.901 -4.661 -0.15
C -1.149 6.642 -3.427 -0.15
F -1.682 7.651 -2.719 0.10
C -1.156 5.352 -2.928 -0.26
F -1.706 5.174 -1.717 0.06
C -0.624 4.274 -3.630 -0.52
Se -0.737 2.512 -2.949 0.70
C -0.060 4.573 -4.868 -0.27
F 0.458 3.603 -5.624 0.06
C -0.036 5.857 -5.383 -0.15
F 0.506 6.104 -6.584 0.10
Cl 1.469 -0.420 -4.805 0.50
C 0.176 -0.580 -3.556 -0.68
H 0.129 -1.623 -3.245 -0.01
H -0.752 -0.235 -3.999 -0.02
O 0.846 0.960 -0.902 -0.43
H -1.127 0.135 -0.267 -0.10
H 0.829 1.796 -0.425 0.00